Entry 1:
Entry from the OMol25 dataset: the molecule C7H14N2 (wB97M-V/def2-TZVPD).

Structure (XYZ):
```
23
Properties=species:S:1:pos:R:3:forces:R:3
C -0.321414 0.355380 0.114612 0.0 -0.1 0.1
C -0.558115 -1.007458 -0.594821 0.0 -0.4 0.3
C 2.127442 1.262165 -0.331596 0.2 0.1 -0.3
C -0.909775 1.535605 -0.640206 0.1 -0.1 0.0
C -0.622366 0.416061 1.603496 0.1 0.0 -0.1
C -1.315858 -2.103312 0.132276 0.0 0.2 -0.1
N 1.169513 0.209407 -0.123994 -0.2 -1.2 -0.7
C 0.982234 -1.258502 -0.680130 -0.3 1.7 -0.6
N 1.661099 -1.046340 0.470063 0.3 -0.3 1.4
H -0.982970 -0.842401 -1.588668 0.0 0.1 0.0
H 1.413175 -1.717677 -1.578524 0.1 0.3 -0.1
H 2.322550 1.787748 0.608221 -0.1 -0.1 0.0
H 3.061125 0.814485 -0.669755 -0.1 0.0 0.1
H 1.770231 1.964371 -1.085995 0.0 0.1 0.1
H -1.997764 1.500068 -0.574822 0.0 0.0 0.0
H -0.632201 1.509482 -1.694763 0.0 0.0 0.0
H -0.578448 2.483760 -0.213869 0.0 0.0 0.0
H -0.385590 1.404617 1.999421 0.0 0.1 0.0
H -1.675558 0.212250 1.793719 0.0 0.0 0.0
H -0.016515 -0.325061 2.122902 0.0 0.0 0.0
H -0.823193 -2.342755 1.073521 0.0 0.0 0.0
H -2.344917 -1.804295 0.336153 0.0 -0.1 0.0
H -1.342686 -3.007599 -0.477242 0.0 0.0 0.0
```
Forces are in eV/Å.

As for the spin multiplicity: 1. The total charge is 0. The total energy is -10462.644 eV. Its LUMO energy is 0.841 eV. The molar mass is 126.20 g/mol. As for the max |F|: 1.81 eV/A.

=====

Entry 2:
Entry from the OMol25 dataset: a structure of composition C5H12MgO3Tm (wB97M-V/def2-TZVPD).

Structure (XYZ):
```
22
Properties=species:S:1:pos:R:3:forces:R:3
O -0.431612 -1.671979 -0.046012 -2.4 -0.9 0.9
Tm -1.772575 -3.286362 1.149017 1.7 1.9 -1.4
C 0.072112 0.622618 -3.522955 -0.1 0.2 -0.5
O 0.311177 0.759411 -2.130343 -0.3 -0.3 0.5
C 1.462983 1.532432 -1.767951 0.2 0.0 -0.2
C 1.695795 1.424619 -0.274428 0.7 -2.0 0.9
C 0.690972 2.181816 0.572447 0.1 0.3 0.1
O -0.541507 1.448308 0.637498 0.2 -0.3 -0.1
C -1.299744 1.611237 1.829116 -0.4 0.2 0.6
Mg -0.902327 -0.006697 -0.723289 1.1 -1.3 0.8
H -0.607957 -0.227334 -3.650351 0.2 0.2 -0.1
H -0.392468 1.547196 -3.891859 0.1 -0.3 -0.1
H 1.014433 0.427866 -4.054154 -0.3 0.0 0.1
H 1.266305 2.568843 -2.086498 0.2 -0.2 0.2
H 2.328344 1.146690 -2.325063 -0.2 0.0 0.1
H 2.687994 1.848627 -0.068282 -0.2 0.0 -0.1
H 1.810829 0.265035 0.114186 -0.6 2.8 -1.1
H 0.434451 3.178563 0.178606 0.4 -0.2 0.0
H 1.101082 2.322336 1.581738 -0.3 -0.2 -0.2
H -1.765524 0.643575 2.053292 -0.2 0.4 -0.1
H -0.673286 1.862810 2.695897 0.1 -0.1 -0.4
H -2.010963 2.432907 1.669937 -0.1 -0.4 0.2
```
Forces are in eV/Å.

As for the spin multiplicity: 3. The total charge is +1. The total energy is -46488.523 eV. Its LUMO energy (alpha / beta) is -3.540 / -3.651 eV. The molar mass is 313.39 g/mol. As for the max |F|: 3.04 eV/A.

=====

Entry 3:
Entry from the OMol25 dataset: a structure of composition C14H17F3MnN2O3S (wB97M-V/def2-TZVPD).

Structure (XYZ):
```
41
Properties=species:S:1:pos:R:3:forces:R:3
C 0.046944 -1.830646 1.843162 0.0 0.4 -0.1
C -1.226558 -1.020136 2.022768 0.2 0.5 -0.1
H -0.123064 -2.887025 1.610129 0.2 0.4 -0.3
H 0.752838 -1.743528 2.684522 -0.2 0.0 -0.5
H 0.478908 -1.271598 0.932873 0.8 -1.4 0.4
H -1.098817 -0.142224 1.322527 -0.7 0.4 0.0
H -2.143646 -1.496035 1.701009 -0.1 -0.1 0.0
H -1.309757 -0.556115 3.003003 -0.2 -0.1 0.0
C 2.548871 -0.808365 -1.778391 -0.3 0.2 0.2
C 3.562509 -0.620065 -2.717321 -0.5 0.1 0.3
C 3.615037 0.601623 -3.392148 0.0 0.2 0.0
C 2.690414 1.623063 -3.148703 -1.0 -0.2 0.8
H 2.396422 -1.734893 -1.208584 0.2 0.4 -0.3
H 4.271228 -1.429874 -2.894862 -0.2 0.3 0.0
H 4.376486 0.791061 -4.137470 0.1 -0.1 0.0
H 2.721085 2.591654 -3.653541 0.2 -0.6 0.0
N 1.659555 0.185169 -1.539741 0.1 1.4 -0.6
C 1.662620 1.387742 -2.218013 1.2 -0.6 -0.5
C 0.581319 2.352901 -1.909240 -0.8 1.2 0.0
N -0.427094 1.950374 -1.045907 1.6 0.7 -0.5
C -1.411595 2.786943 -0.634361 0.3 -0.2 -0.3
C -0.496308 4.495684 -2.037549 -0.1 0.1 -0.1
C -1.480185 4.090621 -1.126625 0.2 -0.7 -0.1
H -2.125918 2.357749 0.070541 0.1 0.2 -0.2
H -2.302526 4.734809 -0.812519 0.3 -0.1 -0.1
C 0.547079 3.654078 -2.432108 0.1 -1.1 0.2
H 1.324566 3.960580 -3.147913 -0.6 0.1 0.5
H -0.524982 5.488554 -2.472709 -0.1 0.0 0.2
Mn 0.271855 0.347828 -0.265164 -2.6 -3.9 0.5
C 1.103433 1.037085 1.443974 0.9 1.2 1.0
H 0.765819 2.074267 1.514934 -0.2 -0.1 -0.2
H 2.173478 1.021783 1.231902 0.1 -0.2 -0.3
H 0.913506 0.515143 2.385454 -0.3 -0.2 -0.6
F -3.567665 -3.908546 -1.609734 1.2 0.8 0.0
C -2.336602 -3.482544 -1.264744 -0.6 -1.4 0.2
F -2.245785 -3.631678 0.074459 0.3 0.3 -0.2
F -1.423916 -4.293477 -1.830292 -0.4 0.8 0.2
S -2.085768 -1.708269 -1.738137 -3.0 -0.1 -1.5
O -2.256119 -1.699712 -3.167932 1.1 0.0 1.0
O -3.092543 -0.978112 -0.998421 1.0 0.0 0.4
O -0.702402 -1.425881 -1.242577 1.8 1.5 1.0
```
Forces are in eV/Å.

As for the spin multiplicity: 4. The total charge is +2. The total energy is -74204.069 eV. Its LUMO energy (alpha / beta) is -11.492 / -9.669 eV. The molar mass is 405.30 g/mol. As for the max |F|: 4.73 eV/A.